<A>
{
  "formula": "C10H10N2O2",
  "method": "wB97M-V/def2-TZVPD",
  "symbols": ["C", "O", "C", "C", "C", "N", "C", "C", "C", "C", "C", "N", "C", "O", "H", "H", "H", "H", "H", "H", "H", "H", "H", "H"],
  "positions_angstrom": [[-2.279, -0.938, 1.140], [-1.913, -0.671, -0.174], [-0.623, -0.313, -0.558], [-0.525, -0.391, -1.961], [0.633, -0.045, -2.643], [0.538, -0.274, -4.024], [1.752, 0.354, -1.850], [1.651, 0.328, -0.500], [0.488, 0.010, 0.199], [0.489, 0.317, 1.533], [0.860, -0.313, 2.660], [0.636, 0.536, 3.724], [0.034, 1.520, 3.249], [0.031, 1.538, 1.867], [-1.896, -0.177, 1.830], [-3.306, -1.158, 1.026], [-1.846, -2.003, 1.468], [-1.312, -0.977, -2.383], [1.118, 0.420, -4.476], [-0.444, -0.138, -4.332], [2.626, 0.756, -2.386], [2.522, 0.542, 0.081], [1.243, -1.313, 2.861], [-0.479, 2.391, 3.649]],
  "nbo_charge": [-0.242, -0.522, 0.451, -0.341, 0.200, -0.784, -0.295, -0.111, -0.273, 0.235, -0.120, -0.447, 0.306, -0.421, 0.186, 0.203, 0.158, 0.220, 0.367, 0.379, 0.215, 0.217, 0.223, 0.197],
  "lumo_energy_ev": 0.89,
  "smiles": "COc1cc(N)ccc1-c1cnco1",
  "gap_ha": 0.3432
}

<B>
{
  "formula": "C10H10N2O2",
  "method": "wB97M-V/def2-TZVPD",
  "symbols": ["O", "C", "O", "C", "C", "N", "C", "C", "C", "N", "C", "C", "C", "C", "H", "H", "H", "H", "H", "H", "H", "H", "H", "H"],
  "positions_angstrom": [[2.914, 0.075, -1.516], [1.894, -0.629, -1.014], [2.379, -1.567, -0.007], [1.729, -0.929, 1.095], [0.988, 0.060, 0.223], [1.391, 1.388, 0.324], [0.638, 2.315, 0.441], [-0.892, 2.131, 0.676], [-1.300, 0.791, 0.085], [-2.532, 0.718, -0.338], [-3.068, -0.400, -0.675], [-2.358, -1.651, -0.453], [-1.002, -1.547, -0.198], [-0.468, -0.298, 0.046], [3.480, -0.036, -0.783], [1.347, -1.117, -1.896], [2.471, -0.509, 1.924], [1.181, -1.767, 1.514], [0.987, 3.310, 0.321], [-1.404, 2.923, 0.214], [-1.148, 2.255, 1.686], [-4.032, -0.429, -1.069], [-2.768, -2.602, -0.534], [-0.426, -2.485, -0.065]],
  "nbo_charge": [-0.669, 0.408, -0.563, -0.063, -0.016, -0.409, 0.193, -0.513, 0.225, -0.424, 0.062, -0.247, -0.176, -0.087, 0.482, 0.159, 0.186, 0.187, 0.172, 0.233, 0.233, 0.186, 0.214, 0.226],
  "lumo_energy_ev": 0.84,
  "smiles": "O[C@H]1OC[C@@]12N=CCc1ncccc12",
  "gap_ha": 0.3618
}

<C>
{
  "formula": "C10H10N2O2",
  "method": "wB97M-V/def2-TZVPD",
  "symbols": ["O", "N", "O", "C", "C", "C", "C", "C", "N", "C", "C", "C", "C", "C", "H", "H", "H", "H", "H", "H", "H", "H", "H", "H"],
  "positions_angstrom": [[1.039, 2.226, 1.275], [0.539, 1.863, 0.240], [0.158, 2.541, -0.700], [0.398, 0.359, 0.084], [-1.139, 0.023, 0.037], [-1.770, -0.955, 0.810], [-3.150, -0.827, 0.550], [-3.391, 0.130, -0.307], [-2.133, 0.705, -0.671], [1.065, -0.228, 1.198], [2.349, -0.489, 1.180], [3.057, -0.586, -0.080], [2.389, -0.551, -1.228], [0.921, -0.112, -1.330], [-1.379, -1.827, 1.278], [-3.905, -1.233, 1.250], [-4.411, 0.341, -0.644], [-2.076, 1.617, -1.092], [0.511, -0.277, 2.182], [2.786, -0.826, 2.086], [4.110, -0.964, -0.093], [2.919, -0.891, -2.186], [0.942, 0.743, -2.049], [0.172, -0.782, -1.789]],
  "nbo_charge": [-0.338, 0.546, -0.405, -0.021, 0.155, -0.317, -0.290, -0.076, -0.537, -0.191, -0.177, -0.263, -0.140, -0.457, 0.230, 0.222, 0.225, 0.431, 0.234, 0.219, 0.222, 0.216, 0.262, 0.251],
  "lumo_energy_ev": 0.25,
  "smiles": "O=[N+]([O-])[C@]1(c2ccc[nH]2)C=CC=CC1",
  "gap_ha": 0.3239
}

<D>
{
  "formula": "C10H10N2O2",
  "method": "wB97M-V/def2-TZVPD",
  "symbols": ["C", "C", "C", "C", "C", "C", "C", "C", "C", "C", "H", "H", "H", "H", "H", "H", "H", "H", "H", "H", "N", "N", "O", "O"],
  "positions_angstrom": [[1.012, 0.437, -0.779], [2.368, 0.250, -0.864], [3.297, 1.324, -0.916], [2.786, 2.650, -0.978], [1.371, 2.807, -0.918], [0.509, 1.724, -0.773], [-1.060, -0.344, 0.560], [-2.159, -0.300, 1.510], [-2.925, -1.431, 1.734], [-1.769, -2.822, 0.160], [0.370, -0.349, -0.747], [2.657, -0.760, -0.644], [4.426, 1.150, -0.755], [3.427, 3.472, -1.200], [1.071, 3.846, -0.786], [-0.535, 1.882, -0.744], [-0.122, -2.070, -0.515], [-2.070, 0.686, 1.986], [-3.563, -1.496, 2.584], [-3.450, -3.255, 1.174], [-1.111, -1.556, -0.254], [-2.894, -2.547, 0.830], [-0.311, 0.646, 0.328], [-1.327, -3.944, 0.006]],
  "nbo_charge": [-0.107, -0.292, -0.222, -0.244, -0.254, -0.151, 0.661, -0.368, 0.080, 0.801, 0.162, 0.192, 0.208, 0.205, 0.201, 0.214, 0.442, 0.265, 0.226, 0.411, -0.697, -0.597, -0.573, -0.566],
  "lumo_energy_ev": -0.69,
  "gap_ha": 0.2349
}

Most stable: <A> (next structure +78.2 kJ/mol)

<A>
{
  "formula": "CH5OPS",
  "method": "wB97M-V/def2-TZVPD",
  "symbols": ["C", "O", "P", "S", "H", "H", "H", "H", "H"],
  "positions_angstrom": [[1.448, 0.240, 0.213], [0.491, 0.437, -0.794], [-0.916, -0.694, -0.730], [-2.211, 0.300, 0.584], [1.012, 0.354, 1.211], [2.214, 1.002, 0.073], [1.907, -0.752, 0.133], [-1.371, -0.064, -1.892], [-2.576, -0.823, 1.204]],
  "nbo_charge": [-0.257, -0.775, 0.719, -0.305, 0.169, 0.192, 0.167, -0.053, 0.143],
  "lumo_energy_ev": 0.75,
  "smiles": "COPS",
  "gap_ha": 0.3751
}

<B>
{
  "formula": "CH5OPS",
  "method": "wB97M-V/def2-TZVPD",
  "symbols": ["C", "O", "P", "S", "H", "H", "H", "H", "H"],
  "positions_angstrom": [[-1.008, 1.115, 0.086], [0.425, -1.221, 0.915], [0.258, -0.217, -0.330], [-0.509, -1.390, -1.890], [-1.152, 1.804, -0.799], [-2.114, 0.819, 0.177], [-0.791, 1.514, 0.979], [0.940, -1.965, 0.591], [3.953, -0.459, 0.272]],
  "nbo_charge": [-0.949, -0.978, 1.095, -0.420, 0.266, 0.251, 0.225, 0.511, 0.000],
  "lumo_energy_ev": [-2.02, 0.51],
  "gap_ha": [0.2612, 0.3371]
}

<C>
{
  "formula": "CH5OPS",
  "method": "wB97M-V/def2-TZVPD",
  "symbols": ["C", "S", "P", "O", "H", "H", "H", "H", "H"],
  "positions_angstrom": [[-1.786, 0.116, 0.215], [-0.442, -0.893, -0.535], [1.529, -0.173, 0.637], [2.394, 0.432, -0.614], [-2.604, -0.153, -0.280], [-1.506, 1.199, -0.138], [-1.784, -0.164, 1.194], [2.372, -1.442, 0.657], [1.828, 1.078, -1.135]],
  "nbo_charge": [-0.684, -0.204, 0.788, -0.998, 0.212, 0.214, 0.217, -0.049, 0.504],
  "lumo_energy_ev": 0.48,
  "smiles": "CSPO",
  "gap_ha": 0.3424
}

<D>
{
  "formula": "CH5OPS",
  "method": "wB97M-V/def2-TZVPD",
  "symbols": ["C", "O", "P", "S", "H", "H", "H", "H", "H"],
  "positions_angstrom": [[-0.238, 0.977, 0.711], [0.982, -1.518, -0.225], [-0.380, -0.656, -0.251], [-1.894, -1.826, 0.147], [0.170, 0.860, 1.666], [0.374, 1.588, 0.105], [-1.192, 1.315, 0.784], [1.641, -1.090, -0.857], [0.537, 0.350, -2.081]],
  "nbo_charge": [-0.903, -0.999, 1.336, -0.424, 0.242, 0.244, 0.240, 0.525, -0.261],
  "lumo_energy_ev": [-1.30, -1.30],
  "gap_ha": [0.2847, 0.2848]
}

Most stable: <A> (next structure +57.4 kJ/mol)

<A>
{
  "formula": "C2H3Cl2NS",
  "method": "wB97M-V/def2-TZVPD",
  "symbols": ["S", "C", "N", "C", "Cl", "Cl", "H", "H", "H"],
  "positions_angstrom": [[2.837, 0.057, -0.708], [1.397, 0.076, 0.112], [0.180, 0.049, -0.429], [-1.228, -0.014, 0.286], [-2.232, 1.154, -0.528], [-1.790, -1.758, 0.114], [1.639, -0.052, 1.235], [0.241, 0.403, -1.365], [-1.044, 0.086, 1.284]],
  "nbo_charge": [-0.143, -0.089, -0.604, -0.034, 0.055, -0.030, 0.219, 0.416, 0.210],
  "lumo_energy_ev": 0.33,
  "smiles": "S=CNC(Cl)Cl",
  "gap_ha": 0.3280
}

<B>
{
  "formula": "C2H3Cl2NS",
  "method": "wB97M-V/def2-TZVPD",
  "symbols": ["C", "N", "C", "Cl", "S", "Cl", "H", "H", "H"],
  "positions_angstrom": [[0.252, -0.166, 0.165], [1.565, 0.391, 0.098], [2.677, -0.724, -0.065], [2.057, -2.286, -0.076], [4.371, -0.290, -0.110], [4.162, 1.680, 0.094], [0.136, -0.906, 0.966], [0.191, -0.589, -0.798], [-0.322, 0.736, 0.526]],
  "nbo_charge": [-0.484, -0.400, -0.142, 0.091, 0.384, -0.075, 0.190, 0.213, 0.224],
  "lumo_energy_ev": [-0.24, -0.24],
  "smiles": "C/N=C(\\Cl)SCl",
  "gap_ha": [0.3095, 0.3095]
}

Most stable: <A> (next structure +204.9 kJ/mol)

<A>
{
  "formula": "CH10N2O2",
  "method": "wB97M-V/def2-TZVPD",
  "symbols": ["N", "C", "N", "H", "H", "H", "H", "H", "H", "O", "H", "H", "O", "H", "H"],
  "positions_angstrom": [[1.417, -1.163, -0.593], [0.631, -0.665, 0.537], [0.462, 0.771, 0.552], [0.941, -1.774, -1.229], [2.330, -1.505, -0.353], [-0.375, -1.080, 0.471], [1.141, -0.978, 1.448], [-0.362, 1.132, 0.101], [1.260, 1.264, 0.172], [-1.516, -3.171, -3.288], [-0.788, -2.682, -3.699], [-1.331, -3.075, -2.348], [-0.824, 4.033, 2.857], [-0.058, 4.206, 2.296], [-0.828, 4.750, 3.500]],
  "nbo_charge": [-0.877, -0.054, -0.851, 0.357, 0.366, 0.173, 0.167, 0.360, 0.358, -0.929, 0.467, 0.463, -0.935, 0.468, 0.466],
  "lumo_energy_ev": 0.61,
  "smiles": "NCN.O.O",
  "gap_ha": 0.3571
}

<B>
{
  "formula": "CH10N2O2",
  "method": "wB97M-V/def2-TZVPD",
  "symbols": ["N", "C", "N", "H", "H", "H", "H", "H", "H", "O", "H", "H", "O", "H", "H"],
  "positions_angstrom": [[-0.131, -0.737, -1.364], [0.597, -1.097, -0.215], [1.661, -0.127, 0.205], [0.391, -0.409, -2.162], [-0.977, -0.216, -1.283], [1.187, -2.008, -0.364], [-0.090, -1.283, 0.607], [1.289, 0.612, 0.792], [2.331, -0.655, 0.739], [-2.656, -1.067, 2.070], [-2.315, -0.614, 2.844], [-2.846, -1.961, 2.362], [0.700, 2.829, -1.000], [1.257, 3.120, -1.726], [0.859, 1.876, -0.975]],
  "nbo_charge": [-0.856, -0.053, -0.874, 0.365, 0.376, 0.159, 0.180, 0.353, 0.356, -0.938, 0.469, 0.470, -0.948, 0.466, 0.476],
  "lumo_energy_ev": 0.73,
  "smiles": "NCN.O.O",
  "gap_ha": 0.3666
}

Most stable: <B> (next structure +23.3 kJ/mol)

<A>
{
  "formula": "C3H9N2",
  "method": "wB97M-V/def2-TZVPD",
  "symbols": ["C", "C", "N", "C", "N", "H", "H", "H", "H", "H", "H", "H", "H", "H"],
  "positions_angstrom": [[-0.087, -2.056, 2.136], [0.456, -1.153, 1.202], [0.207, 0.054, 0.808], [-0.508, 1.880, -1.187], [-1.310, 2.399, -1.883], [1.423, -1.378, 2.743], [0.211, -3.080, 1.911], [-0.963, -1.935, 2.759], [0.247, 1.513, -4.110], [1.335, -1.569, 0.702], [-0.567, 0.543, 1.260], [0.081, 1.081, -1.700], [-0.429, 1.391, -4.388], [-0.094, 2.310, -0.254]],
  "nbo_charge": [-0.400, 0.049, -0.814, -0.230, 0.289, 0.241, 0.246, 0.241, -0.023, 0.195, 0.327, 0.442, 0.028, 0.408],
  "total_charge": 1,
  "lumo_energy_ev": -9.17,
  "gap_ha": 0.1520
}

<B>
{
  "formula": "C3H9N2",
  "method": "wB97M-V/def2-TZVPD",
  "symbols": ["C", "N", "H", "H", "H", "H", "C", "C", "N", "H", "H", "H", "H", "H"],
  "positions_angstrom": [[-0.486, 1.009, -2.462], [-0.976, 0.353, -1.477], [-0.619, 2.086, -2.546], [0.349, 0.554, -2.983], [-0.569, -0.188, -0.530], [-1.920, 0.645, -1.214], [1.600, -0.004, 1.437], [0.377, -0.419, 1.771], [-0.546, -0.940, 0.762], [1.865, 0.677, 0.637], [2.439, -0.279, 2.069], [0.082, -0.556, 2.806], [-0.144, -1.844, 0.535], [-1.453, -1.094, 1.195]],
  "nbo_charge": [0.154, -0.653, 0.223, 0.204, 0.451, 0.404, -0.410, -0.029, -0.821, 0.211, 0.234, 0.210, 0.416, 0.404],
  "total_charge": 1,
  "lumo_energy_ev": -5.31,
  "gap_ha": 0.2892
}

Most stable: <B> (next structure +639.5 kJ/mol)

<A>
{
  "formula": "C4H11NOS2",
  "method": "wB97M-V/def2-TZVPD",
  "symbols": ["N", "C", "C", "O", "C", "S", "S", "C", "H", "H", "H", "H", "H", "H", "H", "H", "H", "H", "H"],
  "positions_angstrom": [[-1.651, 1.493, -2.236], [-0.414, 0.766, -1.647], [-0.110, 1.606, -0.355], [-1.216, 2.024, 0.379], [0.565, 0.667, -2.704], [-0.100, -0.454, 2.200], [0.381, -2.078, 0.972], [2.031, -1.598, 0.244], [-1.759, 2.456, -1.921], [-1.200, 1.467, -3.186], [-0.593, -0.268, -1.243], [0.610, 0.937, 0.129], [0.519, 2.453, -0.645], [-1.483, 1.180, 0.817], [0.559, 1.498, -3.418], [0.835, -0.304, -3.120], [2.838, -2.316, 0.493], [2.290, -0.590, 0.509], [1.851, -1.666, -0.855]],
  "nbo_charge": [-0.723, -0.217, -0.047, -0.676, -0.184, -0.446, 0.147, -0.746, 0.378, 0.346, 0.243, 0.202, 0.179, 0.496, 0.178, 0.206, 0.225, 0.231, 0.207],
  "lumo_energy_ev": -3.56,
  "gap_ha": 0.1162
}

<B>
{
  "formula": "C4H11NOS2",
  "method": "wB97M-V/def2-TZVPD",
  "symbols": ["S", "S", "C", "C", "C", "O", "N", "C", "H", "H", "H", "H", "H", "H", "H", "H", "H", "H", "H"],
  "positions_angstrom": [[1.992, -1.564, -1.560], [-1.282, -2.316, 0.798], [-0.117, -1.302, -0.083], [-0.569, 0.140, -0.436], [-1.562, 0.821, 0.545], [-2.859, 0.294, 0.598], [0.532, 1.032, -0.737], [1.264, 1.485, 0.482], [2.748, -2.623, -1.261], [0.777, -1.350, 0.542], [0.050, -1.891, -1.002], [-1.061, 0.067, -1.426], [-1.740, 1.812, 0.136], [-1.050, 0.841, 1.511], [-2.873, -0.661, 0.725], [1.241, 0.406, -1.122], [1.630, 0.616, 1.022], [2.139, 2.030, 0.114], [0.740, 2.163, 1.153]],
  "nbo_charge": [-0.280, 0.035, -0.615, -0.085, -0.061, -0.706, -0.580, -0.444, 0.145, 0.249, 0.328, 0.213, 0.208, 0.162, 0.473, 0.368, 0.174, 0.211, 0.204],
  "lumo_energy_ev": -3.81,
  "gap_ha": 0.1901
}

Most stable: <B> (next structure +66.7 kJ/mol)